Molecular formula: C4H4O3
Method: DFT, wB97M-V/def2-TZVPD

Properties
frontier orbital gap	0.3945	Ha
E_LUMO	0.0268	hartree
HOMO energy	-0.3677	hartree
energy above the lowest of the compared OMol25 structures with the same formula, charge and spin	88.74	kcal/mol
total energy	-10351.3641	eV

Last column: Löwdin charge in e.
Element x y z (Å)
C  -1.15  0.03  0.65  -0.327
C  -0.50  1.81  -1.19  0.054
H  1.98  0.03  -0.87  0.116
C  0.20  -0.49  0.49  -0.326
H  1.68  -1.73  -0.42  0.114
H  -0.47  -1.43  0.78  0.192
C  1.45  -0.68  -0.23  -0.053
H  -1.38  0.15  1.72  0.148
O  -1.98  0.05  -0.24  -0.005
O  1.39  -0.32  1.17  0.001
O  -1.10  2.37  -1.97  0.085